<a>
ORCA calculation (ωB97M-V/def2-TZVPD) on the ion C6H12N with charge +1.

Summary:
HOMO (spin up / spin down) ... -14.09 / -14.09 eV
Net charge ... +1
E_LUMO (spin up / spin down) ... -5.898 / -5.899 eV

```
19
C6H12N, DFT ωB97M-V/def2-TZVPD
N 0.634 -0.388 0.156
C -0.829 1.306 -0.566
C -1.782 -0.881 0.485
C 1.636 -1.193 -0.450
C -0.745 -0.226 -0.410
C 0.549 1.644 -0.115
C 0.911 0.760 1.020
H -2.773 -0.683 0.088
H 1.719 -1.023 -1.527
H 0.227 0.796 1.870
H -1.049 1.621 -1.584
H 1.288 2.106 -0.751
H -0.770 -0.695 -1.395
H 2.600 -1.018 0.025
H 1.943 0.814 1.351
H -1.738 -0.502 1.502
H -1.570 1.765 0.097
H -1.633 -1.956 0.508
H 1.382 -2.248 -0.303
```

---

<b>
ORCA calculation (ωB97M-V/def2-TZVPD) on the ion C6H12N with charge +1.

Summary:
HOMO ... -13.44 eV
Net charge ... +1
E_LUMO ... -6.618 eV

```
19
C6H12N, DFT ωB97M-V/def2-TZVPD
N 0.598 -0.125 -0.818
C -0.628 1.989 0.900
C 0.645 -0.962 0.326
C -0.636 -0.600 1.240
C 1.336 -0.547 -1.944
C -0.100 -0.708 -1.907
C -0.925 0.825 1.690
H -1.615 2.282 0.591
H 1.827 -1.531 -1.882
H -1.354 1.001 2.731
H -0.438 -1.219 2.210
H 0.687 -2.013 0.162
H -0.430 2.771 1.686
H 1.594 -0.616 0.884
H -0.709 -0.039 -2.633
H -0.495 -1.695 -1.667
H 0.128 1.989 0.083
H -1.546 -0.924 0.783
H 2.059 0.122 -2.435
```

---

<c>
ORCA calculation (ωB97M-V/def2-TZVPD) on a cluster of 2 separate species, C6H12N in total.

Summary:
HOMO ... -13.85 eV
Net charge ... +1
E_LUMO ... -4.584 eV

```
19
C6H12N, DFT ωB97M-V/def2-TZVPD
N -1.659 0.424 -0.221
C -1.324 -0.235 -1.430
C -2.331 0.153 0.967
C 1.536 0.185 0.467
C 1.867 0.717 -0.710
C -0.657 0.944 -0.851
C 1.915 -1.213 0.877
H 1.129 0.778 1.315
H -2.028 0.019 -2.289
H 3.045 -1.138 1.092
H 2.302 0.145 -1.531
H -0.222 1.923 -1.007
H 1.783 1.838 -0.851
H -0.964 -1.223 -1.538
H 1.424 -1.674 1.848
H -2.682 1.089 1.450
H -1.568 -0.280 1.603
H -3.316 -0.421 0.784
H 1.752 -2.030 0.024
```

---

<d>
ORCA calculation (ωB97M-V/def2-TZVPD) on a cluster of 2 separate species, C6H12N in total.

Summary:
HOMO ... -13.78 eV
Net charge ... +1
E_LUMO ... -3.072 eV

```
19
C6H12N, DFT ωB97M-V/def2-TZVPD
N -0.371 0.516 -0.555
C -2.751 0.237 0.705
C -2.122 -1.111 0.682
C -1.538 -0.124 -0.002
C 1.725 -1.700 -0.703
C -0.152 1.796 0.239
C 2.373 -0.644 -0.201
H -3.675 0.536 0.165
H 1.604 -1.992 -1.767
H 2.351 -0.534 0.879
H 0.765 2.300 -0.170
H -0.651 0.755 -1.470
H -2.197 -2.096 1.117
H 2.861 0.037 -0.831
H 0.546 -0.051 -0.568
H -2.655 0.933 1.637
H -1.077 2.351 0.182
H 1.298 -2.393 -0.044
H -0.220 1.470 1.300
```

---

Which of them is least stable? Easy: <c>.

---

<a>
ORCA calculation (ωB97M-V/def2-TZVPD) on the ion C5H10NO with charge +1.

Summary:
HOMO ... -14.31 eV
Net charge ... +1
E_LUMO ... -4.283 eV
SMILES string ... C[NH+]=C=CCOC

```
17
C5H10NO, DFT ωB97M-V/def2-TZVPD
O -2.474 0.557 -0.304
N 2.524 -0.405 0.238
C 3.453 0.538 -0.347
C 0.011 -0.287 -0.123
C 1.279 -0.435 0.006
C -3.378 -0.529 -0.161
C -1.468 0.667 0.533
H 2.980 1.082 -1.161
H -1.054 1.671 0.527
H 3.775 1.253 0.415
H -4.278 -0.243 -0.704
H -0.490 -0.864 -0.885
H -2.972 -1.440 -0.609
H -1.562 0.215 1.521
H 4.337 0.015 -0.711
H 2.933 -1.087 0.876
H -3.617 -0.711 0.889
```

---

<b>
ORCA calculation (ωB97M-V/def2-TZVPD) on a structure of composition C5H10NO.

Summary:
HOMO (spin up / spin down) ... -14.74 / -14.73 eV
Net charge ... +1
E_LUMO (spin up / spin down) ... -6.360 / -6.357 eV

```
17
C5H10NO, DFT ωB97M-V/def2-TZVPD
O -2.505 -0.612 1.328
N -1.917 -0.597 0.310
C 1.008 1.691 0.739
C 0.808 -0.545 -0.539
C 1.242 0.192 0.767
C -0.538 -0.257 -0.993
C -1.700 -1.263 -0.874
H 1.492 2.154 -0.114
H -2.496 -1.189 -1.626
H -0.047 1.940 0.722
H 2.303 -0.010 0.907
H 0.703 -0.254 1.604
H -1.445 -2.326 -0.774
H 1.476 -0.165 -1.322
H -0.794 0.726 -1.359
H 0.973 -1.615 -0.409
H 1.438 2.131 1.634
```

---

<c>
ORCA calculation (ωB97M-V/def2-TZVPD) on a cluster of 2 separate species, C5H10NO in total.

Summary:
HOMO ... -13.85 eV
Net charge ... +1
E_LUMO ... -5.110 eV

```
17
C5H10NO, DFT ωB97M-V/def2-TZVPD
O -0.845 -0.590 0.668
N -1.027 -0.163 -1.989
C 0.217 -0.484 1.275
C 1.725 -0.640 3.077
C 0.516 -0.293 2.726
C 0.054 -0.486 -2.593
C -1.370 1.248 -1.813
H 1.853 -0.634 4.152
H -2.193 1.698 -2.308
H -1.547 -0.673 -1.318
H 0.718 0.256 -3.174
H 1.074 -0.606 0.640
H -0.146 0.011 3.528
H 2.577 -0.658 2.389
H -1.584 1.401 -0.737
H -0.595 2.032 -2.027
H 0.572 -1.418 -2.495
```

---

Which of them is least stable? Easy: <b>.

---

<a>
ORCA calculation (ωB97M-V/def2-TZVPD) on a cluster of 2 separate species, C5H10NO in total.

Summary:
HOMO ... -13.38 eV
Net charge ... +1
E_LUMO ... -3.296 eV

```
17
C5H10NO, DFT ωB97M-V/def2-TZVPD
O 0.173 0.050 0.921
N -2.400 -1.129 1.421
C -2.397 -2.546 1.035
C 2.782 2.630 -2.447
C 2.122 1.950 -1.360
C 1.251 0.449 0.586
C 1.674 1.356 -0.399
H 3.664 3.077 -1.968
H -1.407 -2.802 1.169
H 2.104 -0.067 1.146
H -3.149 -0.563 0.979
H -2.587 -2.484 -0.106
H 3.220 1.940 -3.276
H 2.047 3.346 -2.929
H -3.177 -3.206 1.527
H -1.407 -0.899 1.252
H -2.512 -1.101 2.448
```

---

<b>
ORCA calculation (ωB97M-V/def2-TZVPD) on the ion C5H10NO with charge +1.

Summary:
HOMO ... -14.13 eV
Net charge ... +1
E_LUMO ... -5.330 eV

```
17
C5H10NO, DFT ωB97M-V/def2-TZVPD
O 1.045 -1.994 0.488
N -0.088 1.094 -1.042
C -1.698 2.751 -0.631
C 0.524 -0.126 -0.827
C 1.478 -2.677 1.672
C -1.210 1.322 -0.485
C 0.670 -0.843 0.457
H 0.896 -2.487 2.628
H 0.487 -0.284 1.475
H -1.942 0.589 0.041
H -0.865 3.052 -1.266
H 2.451 -2.448 1.867
H -2.660 2.660 -1.177
H 1.306 -3.691 1.484
H 1.612 0.012 -1.121
H 0.317 -1.008 -1.547
H -1.711 3.222 0.400
```

---

Which of them is least stable? Easy: <b>.